Record 1
Formula: C37H40MoOP2
Source: the OMol25 dataset
Level of theory: ωB97M-V/def2-TZVPD

The geometry in ORCA input format:
```
! wB97M-V def2-TZVPD RIJCOSX def2/J DEFGRID3
* xyz 2 3
Mo -0.62561 0.63714 -0.93848
C -2.28124 1.14531 -2.93773
C -1.84617 -0.07156 -2.31259
C -1.09491 -1.12877 -3.14708
C 0.20918 -0.62359 -3.53961
C 0.88489 0.31014 -2.53490
C 0.55523 1.67071 -2.49771
C -0.07768 2.28100 -3.74595
C -1.47466 1.80058 -4.03286
C 1.20362 0.11616 2.45641
H -3.36267 1.50555 -2.74820
H -2.53352 -0.69292 -1.64870
H -1.77466 -1.30312 -4.03690
H -1.08484 -2.09644 -2.55913
H 0.90330 -1.47737 -3.75017
H 0.14218 -0.10579 -4.51058
H 1.82360 -0.14986 -2.19717
H 1.09533 2.33201 -1.84951
H 0.52081 2.06380 -4.64531
H -0.05380 3.38014 -3.67753
H -2.04658 2.66413 -4.44465
H -1.50797 1.09683 -4.88939
H 0.55528 0.65852 1.75149
H 1.53881 0.68897 3.36017
H 0.87011 -0.90328 2.70168
P -1.11823 -1.41932 1.32997
P 2.59337 -0.17095 1.27715
C 0.17035 -1.58189 0.18966
C 1.52546 -1.00732 0.00451
C -2.46717 -2.55989 1.23205
C -2.79968 -3.40313 0.13166
C -3.59317 -4.55613 0.30667
C -4.13434 -4.84612 1.59687
C -3.96832 -3.91926 2.65876
C -3.19371 -2.77467 2.44216
C -2.62279 1.04735 -0.43858
C -2.27854 2.46874 -0.66667
C -3.13627 3.41652 -0.07525
C -4.43240 2.89810 0.22349
C -4.77483 1.52109 0.16350
C -3.79476 0.52127 0.09478
C 3.99705 -1.21635 1.50631
C 3.78785 -2.53364 1.94303
C 4.86247 -3.41867 2.10235
C 6.17843 -2.94552 1.82408
C 6.40325 -1.60226 1.38217
C 5.29734 -0.74139 1.25050
C 2.97677 1.51061 0.72287
C 2.64522 2.61405 1.55826
C 2.87992 3.92361 1.10420
C 3.36683 4.13775 -0.20253
C 3.52747 3.05096 -1.06209
C 3.33256 1.75698 -0.60871
H -0.11933 -2.30912 -0.57469
H 2.09373 -1.47867 -0.85504
H -2.40826 -3.17848 -0.86144
H -3.82216 -5.23271 -0.55921
H -4.75287 -5.75824 1.74906
H -4.46126 -4.10731 3.64224
H -3.09489 -2.07514 3.25927
H -1.43323 2.85485 -1.26804
H -2.86399 4.51515 -0.17379
H -5.20954 3.64828 0.37560
H -5.81108 1.20116 0.25897
H -3.90099 -0.52533 0.48236
H 2.77790 -2.85349 2.15157
H 4.71512 -4.48313 2.40009
H 7.05322 -3.64438 1.86509
H 7.42681 -1.23931 1.10204
H 5.43801 0.29759 0.93976
H 2.26041 2.50755 2.57744
H 2.75022 4.80033 1.76948
H 3.62207 5.15659 -0.54489
H 3.81212 3.20945 -2.08871
H 3.40841 0.97853 -1.35073
C -1.30958 0.35054 3.57828
C -1.76495 1.04969 2.46074
O -2.53860 1.94959 2.42244
H -1.03052 -0.67511 3.25240
H -2.10952 0.22024 4.28038
H -0.49539 0.85206 4.09255
*
```

HOMO level (spin up / spin down) = -0.4492 / -0.4544 Ha
relative energy (zero: lowest compared OMol25 entry of this formula, charge and spin) = 737.3 kJ/mol
total energy = -61471.49756 eV
Kohn-Sham gap (spin up / spin down) = 5.165 / 5.511 eV
strongest force on any atom = 6.2 eV/Å
M = 658.61 g/mol


Record 2
Formula: C37H41As2N5O4PtS
Source: the OMol25 dataset
Level of theory: ωB97M-V/def2-TZVPD

The geometry in ORCA input format:
```
! wB97M-V def2-TZVPD RIJCOSX def2/J DEFGRID3
* xyz 2 1
Pt 0.70435 -0.09843 0.12962
C 2.37239 0.00996 3.10576
C 3.51615 -0.38250 2.18629
As 3.03471 0.17372 0.36462
C 3.96482 -1.04094 -0.81488
C 4.85748 -0.58116 -1.77725
C 5.54070 -1.49009 -2.57198
C 5.33584 -2.85200 -2.40972
C 4.44853 -3.31202 -1.44602
C 3.76178 -2.40910 -0.65142
C 3.77794 1.91892 0.03739
C 3.66714 2.47684 -1.23433
C 4.24031 3.71007 -1.49982
C 4.90613 4.39937 -0.49424
C 5.00770 3.85105 0.77627
C 4.45391 2.60655 1.04086
As 0.75865 -0.81118 2.33842
C 0.86251 -2.67905 2.73817
C 0.74186 -3.10496 4.05972
C 0.85564 -4.45342 4.35427
C 1.08055 -5.37186 3.33510
C 1.18016 -4.94887 2.01798
C 1.06866 -3.59868 1.71702
C -0.76299 -0.17259 3.31954
C -0.71188 1.01893 4.03427
C -1.83128 1.44935 4.73369
C -2.99658 0.69656 4.71035
C -3.04831 -0.49006 3.98902
C -1.93413 -0.92537 3.28950
H 2.24333 1.09362 3.13180
H 2.47531 -0.35657 4.12734
H 3.61866 -1.47002 2.15690
H 4.48931 0.02900 2.44673
H 5.04258 0.47641 -1.90461
H 6.24036 -1.13230 -3.31497
H 5.87415 -3.55677 -3.02886
H 4.29636 -4.37433 -1.31069
H 3.08233 -2.77936 0.10693
H 3.14128 1.95234 -2.02576
H 4.16904 4.13273 -2.49346
H 5.35565 5.36068 -0.70336
H 5.53344 4.38377 1.55684
H 4.56930 2.18384 2.03118
H 0.55588 -2.39512 4.85810
H 0.76496 -4.79030 5.37794
H 1.16441 -6.42429 3.57003
H 1.33194 -5.66944 1.22550
H 1.10179 -3.26194 0.68718
H 0.19256 1.61446 4.06799
H -1.78976 2.36871 5.30180
H -3.86499 1.03046 5.26213
H -3.95474 -1.08099 3.98162
H -1.97181 -1.86228 2.74312
C -5.64364 3.08708 -4.48413
C -5.14203 1.65462 -4.44360
S -4.31729 1.25231 -2.89689
O -3.00415 0.71438 -3.19129
O -4.40694 2.35827 -1.97454
C -5.28569 -0.08739 -2.19911
C -4.80895 -0.47693 -0.80737
N -3.39437 -0.86735 -0.76098
C -2.41325 -0.09679 -0.25289
N -1.22984 -0.66539 -0.47431
C -1.44624 -1.86022 -1.09688
C -2.78210 -1.98980 -1.28183
N -3.45028 -3.09964 -1.89950
O -4.66248 -3.04871 -1.99264
O -2.74298 -4.01681 -2.24516
C -2.61216 1.19612 0.44617
H -6.21621 3.23021 -5.39937
H -4.81861 3.79609 -4.48072
H -6.28768 3.30787 -3.63538
H -4.39628 1.44451 -5.20938
H -5.95310 0.93457 -4.56661
H -5.23595 -0.92746 -2.88918
H -6.31755 0.25970 -2.13176
H -5.41360 -1.30824 -0.45495
H -4.91518 0.35737 -0.11799
H -0.66178 -2.53279 -1.39590
H -3.20678 1.05814 1.35152
H -3.11163 1.92005 -0.19964
H -1.63847 1.58384 0.73668
N 0.73519 2.82231 -1.01819
C 0.58298 3.59738 -2.10368
C 0.10215 2.79368 -3.11314
C -0.03134 1.52878 -2.53590
N 0.34313 1.56075 -1.25867
H 1.01442 3.10009 -0.09224
H 0.81700 4.64809 -2.07371
H -0.14457 3.08764 -4.11727
H -0.41774 0.62226 -2.96923
*
```

HOMO level = -0.5206 Ha
relative energy (zero: lowest compared OMol25 entry of this formula, charge and spin) = 22.8 kJ/mol
total energy = -190419.24183 eV
Kohn-Sham gap = 8.570 eV
strongest force on any atom = 1.7 eV/Å
M = 996.75 g/mol


Record 3
Formula: C37H41BF4N2OPtSTe
Source: the OMol25 dataset
Level of theory: ωB97M-V/def2-TZVPD

The geometry in ORCA input format:
```
! wB97M-V def2-TZVPD RIJCOSX def2/J DEFGRID3
* xyz 1 2
Pt -0.10395 -0.11254 -0.00676
C -4.46178 1.12709 3.65862
C -5.12662 -0.23744 3.49297
C -5.22527 -0.91003 4.87087
C -6.53192 0.01006 2.91859
C -4.37758 -1.16544 2.55179
C -4.98056 -2.39469 2.23962
C -4.38621 -3.30009 1.37899
C -3.18547 -2.97220 0.78771
S -2.28944 -3.93175 -0.36140
C -1.10748 -2.64469 -0.47777
N -1.40372 -1.54752 0.35074
C -2.54091 -1.73620 1.06063
C -3.15027 -0.86059 1.98688
C 0.01976 -2.60034 -1.29345
C 0.51209 -3.65919 -2.10750
C 1.67971 -3.51033 -2.80534
C 2.42203 -2.32328 -2.75870
C 1.94331 -1.24542 -2.00109
C 0.79281 -1.38650 -1.28911
H -5.07010 1.74048 4.31819
H -4.39805 1.64118 2.69381
H -3.46774 1.06166 4.09029
H -5.74797 -0.25278 5.55978
H -4.23279 -1.11373 5.26602
H -5.76912 -1.84843 4.81913
H -7.08715 0.66073 3.58745
H -7.09845 -0.90823 2.80524
H -6.45856 0.49304 1.94608
H -5.93173 -2.65347 2.67527
H -4.85882 -4.24189 1.15833
H -2.62050 0.02525 2.29822
H -0.05351 -4.57880 -2.13175
H 2.04089 -4.32621 -3.41439
H 3.34882 -2.23159 -3.30079
H 2.50309 -0.31782 -1.99875
F 1.87857 3.34061 0.31734
B 2.35941 2.47167 -0.59929
F 3.51121 1.88510 -0.24775
F 2.28314 2.90735 -1.86558
F 1.30278 1.27772 -0.55207
C 0.64660 0.83640 2.97685
C -0.59108 1.48619 2.41548
O -1.42629 2.12619 3.07618
N -0.77322 1.35753 1.12971
Te -2.73882 2.14888 0.67942
C -4.89458 2.55945 0.06483
C -5.68398 1.57780 -0.50610
C -5.19700 0.19516 -0.81860
C -7.00140 1.90913 -0.81925
C -7.52077 3.15882 -0.52977
C -8.94191 3.50091 -0.83071
C -6.70067 4.09850 0.08661
C -5.38582 3.80986 0.40987
C -4.52612 4.81021 1.11286
C -1.86126 3.50166 -0.68612
C -2.02649 3.35447 -2.06005
C -2.77086 2.20619 -2.65724
C -1.42450 4.28252 -2.90793
C -0.64632 5.32375 -2.42149
C -0.02627 6.33147 -3.32718
C -0.44857 5.40767 -1.04898
C -1.04027 4.51371 -0.16758
C -0.75864 4.62623 1.28488
H 0.64460 0.82996 4.06439
H 1.50365 1.40309 2.61074
H 0.72729 -0.18617 2.58940
H -4.18230 0.04107 -0.43687
H -5.20325 0.02737 -1.89594
H -5.85277 -0.54353 -0.35843
H -7.61766 1.16193 -1.29745
H -9.45817 2.67046 -1.30060
H -8.99016 4.36305 -1.49258
H -9.45899 3.76295 0.09000
H -7.09354 5.07392 0.33094
H -5.11378 5.66564 1.43810
H -3.73621 5.16279 0.44734
H -4.06487 4.34395 1.99000
H -3.05761 1.49248 -1.88008
H -2.13415 1.69121 -3.37563
H -3.66534 2.55149 -3.17600
H -1.55501 4.16694 -3.97254
H -0.27549 6.13288 -4.36638
H 1.05614 6.31186 -3.20428
H -0.37742 7.32780 -3.05666
H 0.18677 6.18181 -0.65026
H -0.40897 5.62215 1.54060
H 0.04640 3.93342 1.53154
H -1.62548 4.36390 1.89664
*
```

HOMO level (spin up / spin down) = -0.3981 / -0.3987 Ha
total energy = -76980.52966 eV
Kohn-Sham gap (spin up / spin down) = 4.582 / 4.674 eV
strongest force on any atom = 4.2 eV/Å
M = 971.30 g/mol